105
Properties=species:S:1:pos:R:3 method="wB97M-V/def2-TZVPD" relative_energy_kcal_mol=0.0 largest_force_ha_per_bohr=0.0474 lumo_ha="-0.1536 / -0.0890" gap_ev="6.2 / 7.9" total_charge=+1
Ce -16.15685 -8.67732 6.93891
F -15.04536 -5.64713 11.44631
C -15.27847 -6.82401 12.03182
F -15.63998 -6.63424 13.31179
F -14.13085 -7.55069 12.05626
C -16.39834 -7.54864 11.33293
C -17.55098 -7.90119 12.00393
C -18.60603 -8.45693 11.33115
C -18.48636 -8.58040 9.97481
N -17.36235 -8.33013 9.27336
C -16.31325 -7.82598 9.93539
S -14.86052 -7.52902 9.03403
H -17.61545 -7.66863 13.06366
H -19.55209 -8.72763 11.78977
H -19.35579 -8.90469 9.36348
C -17.39161 -10.72695 4.13157
O -16.68676 -10.51875 5.38175
Si -15.60018 -11.71114 5.92936
C -16.65144 -13.17666 6.55365
C -14.79593 -12.37929 4.34481
C -14.75112 -10.71058 7.23361
Si -14.76108 -11.53699 8.91430
C -13.60450 -10.72328 10.17165
C -14.29268 -13.32772 8.89596
C -16.49517 -11.31203 9.73453
Si -12.90937 -10.38506 6.86354
C -12.57880 -10.07765 5.04908
C -11.88299 -11.92496 7.16668
C -12.08168 -8.89109 7.67415
H -17.78618 -11.72617 4.07006
H -16.68314 -10.57194 3.33868
H -18.17304 -9.98527 4.04390
H -17.28789 -13.53144 5.75980
H -17.20428 -12.93374 7.46542
H -16.00650 -14.02509 6.79635
H -15.58281 -12.76690 3.67782
H -14.09635 -13.18033 4.48144
H -14.34320 -11.54786 3.79718
H -12.55438 -11.05186 10.02504
H -13.94836 -10.95019 11.18636
H -13.61135 -9.61991 10.08562
H -13.45247 -13.49717 9.56615
H -13.99919 -13.67429 7.90371
H -15.12817 -13.94292 9.20426
H -17.27261 -10.99975 8.99502
H -16.37343 -10.53516 10.51404
H -16.91806 -12.19786 10.28618
H -12.51332 -11.05431 4.53933
H -11.60737 -9.51569 4.89996
H -13.37718 -9.55378 4.53861
H -12.24147 -12.75295 6.54373
H -11.84460 -12.26013 8.20665
H -10.83434 -11.70892 6.86559
H -12.65415 -8.02657 7.33306
H -11.03939 -8.77611 7.30168
H -12.05714 -8.93630 8.75260
C -19.88966 -13.72316 6.01817
C -21.27074 -13.04930 6.05015
C -21.96669 -13.14244 4.68471
C -22.11940 -13.78679 7.08267
C -21.18540 -11.54832 6.37586
C -22.40443 -10.89481 6.64137
C -22.42126 -9.53396 6.89172
C -21.23282 -8.81779 6.78919
S -21.01033 -7.11954 6.98053
C -19.30051 -7.34050 6.74144
N -18.92980 -8.57636 6.55261
C -20.03469 -9.45211 6.56064
C -19.98567 -10.84844 6.41947
C -18.39745 -6.15045 6.87125
C -18.99754 -4.87597 6.93650
C -18.21085 -3.77049 7.11933
C -16.81565 -3.92570 7.32013
C -16.27473 -5.19011 7.19944
C -17.06116 -6.35889 6.92856
H -19.97936 -14.77106 5.73327
H -19.40411 -13.63796 6.98446
H -19.23811 -13.26402 5.27452
H -22.05462 -14.18015 4.35775
H -21.40737 -12.61273 3.89627
H -22.95642 -12.69829 4.68589
H -22.19444 -14.85155 6.82413
H -23.13142 -13.40422 7.08158
H -21.70940 -13.68393 8.09422
H -23.32037 -11.46287 6.74614
H -23.35894 -9.03807 7.10281
H -19.04014 -11.37261 6.26641
H -20.09227 -4.73723 6.92234
H -18.65217 -2.79499 7.21857
H -16.20022 -3.06139 7.51256
H -15.22792 -5.28595 7.38632
C -13.78178 -7.60607 2.75226
As -14.20206 -6.63130 4.29538
C -12.57471 -5.89621 4.93337
C -15.56054 -5.32103 3.88034
O -14.75564 -7.80581 5.38130
H -13.60309 -6.98129 1.87054
H -14.60394 -8.28214 2.57819
H -12.85981 -8.14392 2.98777
H -12.04578 -5.38081 4.10503
H -11.99752 -6.76027 5.16810
H -12.77231 -5.26664 5.81536
H -15.28710 -4.76206 2.96754
H -15.67967 -4.67074 4.74153
H -16.48682 -5.78597 3.64431